{
  "formula": "C22H55B3FO16PS",
  "method": "the ωB97M-V functional and the def2-TZVPD basis",
  "orbital_gap_ha": 0.2897,
  "energy_ha": -2988.943289,
  "e_homo_ha": -0.334,
  "e_above_lowest_kj_mol": 567.7,
  "smiles": "OCCOCOCB1OB(CCF)OB(P(O)(O)=S)O1.COCCOC.COCCOC.COCCOC.COCCOC",
  "elements": ["O", "C", "C", "O", "C", "O", "C", "B", "O", "B", "C", "C", "F", "O", "B", "P", "O", "O", "S", "O", "H", "H", "H", "H", "H", "H", "H", "H", "H", "H", "H", "H", "H", "H", "H", "C", "O", "C", "C", "O", "C", "H", "H", "H", "H", "H", "H", "H", "H", "H", "H", "C", "O", "C", "C", "O", "C", "H", "H", "H", "H", "H", "H", "H", "H", "H", "H", "C", "O", "C", "C", "O", "C", "H", "H", "H", "H", "H", "H", "H", "H", "H", "H", "C", "O", "C", "C", "O", "C", "H", "H", "H", "H", "H", "H", "H", "H", "H", "H"],
  "positions_angstrom": [[1.128, -0.905, 0.654], [-0.169, -0.920, -0.064], [-0.472, -2.502, -0.515], [0.757, -3.093, -1.069], [0.823, -4.550, -0.849], [2.182, -5.071, -0.595], [2.767, -4.518, 0.635], [2.545, -5.439, 1.985], [2.367, -4.674, 3.270], [1.298, -5.377, 4.042], [-0.123, -4.628, 4.505], [-0.728, -3.959, 3.103], [-1.964, -3.171, 3.314], [1.584, -6.827, 4.328], [1.509, -7.435, 2.952], [0.142, -8.707, 2.494], [-1.334, -7.790, 2.176], [0.727, -9.585, 1.095], [-0.175, -9.916, 3.991], [2.547, -6.935, 1.993], [1.151, -1.705, 1.283], [-0.223, -0.185, -0.973], [-1.021, -0.602, 0.693], [-0.860, -3.024, 0.475], [-1.312, -2.503, -1.341], [0.030, -4.944, -0.048], [0.475, -5.048, -1.876], [2.440, -3.426, 0.897], [3.945, -4.467, 0.447], [-0.857, -5.498, 4.810], [0.033, -3.813, 5.330], [0.124, -3.291, 2.601], [-0.896, -4.855, 2.341], [-1.819, -8.193, 1.397], [1.727, -9.765, 1.181], [-2.398, -15.594, 4.850], [-2.734, -15.957, 3.515], [-3.888, -15.258, 3.038], [-3.496, -14.120, 2.091], [-2.808, -13.078, 2.790], [-1.402, -13.120, 2.570], [-1.411, -16.006, 5.079], [-2.358, -14.509, 4.977], [-3.126, -16.023, 5.545], [-4.493, -14.884, 3.873], [-4.492, -15.983, 2.484], [-4.408, -13.678, 1.677], [-2.894, -14.495, 1.255], [-1.177, -12.794, 1.548], [-0.996, -14.122, 2.736], [-0.924, -12.431, 3.272], [1.553, 2.446, 0.363], [0.885, 3.240, -0.611], [1.466, 4.541, -0.740], [2.337, 4.638, -1.996], [3.506, 3.820, -1.881], [3.391, 2.610, -2.620], [1.192, 1.418, 0.273], [2.635, 2.448, 0.215], [1.314, 2.812, 1.366], [2.039, 4.806, 0.157], [0.638, 5.252, -0.831], [2.681, 5.671, -2.106], [1.763, 4.377, -2.893], [3.458, 2.823, -3.693], [2.452, 2.091, -2.405], [4.220, 1.955, -2.339], [-3.260, 9.994, -1.133], [-2.792, 9.314, 0.026], [-2.731, 7.897, -0.165], [-1.291, 7.431, -0.398], [-0.790, 7.903, -1.653], [0.088, 9.012, -1.499], [-3.097, 11.066, -0.991], [-2.723, 9.679, -2.032], [-4.332, 9.817, -1.259], [-3.384, 7.583, -0.987], [-3.104, 7.436, 0.755], [-1.279, 6.337, -0.443], [-0.639, 7.742, 0.426], [1.039, 8.674, -1.071], [-0.347, 9.789, -0.863], [0.279, 9.440, -2.487], [0.870, 13.464, -2.651], [0.989, 12.159, -3.206], [0.030, 11.923, -4.242], [0.675, 12.020, -5.628], [1.075, 13.362, -5.920], [2.478, 13.551, -5.767], [1.742, 13.647, -2.017], [0.839, 14.234, -3.427], [-0.031, 13.523, -2.032], [-0.820, 12.610, -4.155], [-0.346, 10.904, -4.101], [-0.068, 11.738, -6.382], [1.522, 11.330, -5.716], [3.009, 13.051, -6.585], [2.836, 13.170, -4.807], [2.688, 14.622, -5.815]],
  "forces_ev_per_a": [[-1.454, -1.124, 0.087], [-0.725, -1.401, 0.535], [-0.581, 1.468, 0.190], [-1.194, -1.597, 1.913], [-0.790, -1.227, -1.519], [-1.923, 2.163, 0.835], [1.283, 0.186, 0.546], [0.513, -0.285, 1.327], [-2.725, -3.359, -1.493], [1.835, -0.214, 0.406], [-0.520, -0.293, -1.247], [1.123, -0.436, 0.115], [2.730, -1.806, -0.531], [-1.905, 1.442, -4.389], [3.371, 3.091, 1.399], [-1.430, -2.048, -0.374], [2.495, -2.030, -1.490], [0.403, 1.700, 1.919], [0.393, 0.957, -0.911], [-3.248, 1.979, 1.758], [-0.300, 1.845, -1.519], [0.759, -1.429, 1.817], [1.540, -0.668, -1.601], [0.899, 0.695, -2.150], [1.501, -0.120, 1.713], [1.789, 1.181, -1.159], [1.085, 0.883, 2.228], [0.511, -1.956, -0.887], [-2.444, -0.036, 0.344], [1.388, 1.995, -0.232], [-0.399, -1.616, -1.557], [-2.138, -0.991, 1.272], [-0.307, 1.973, 1.589], [0.692, 0.556, 1.128], [-2.211, 0.568, -0.014], [0.104, -0.160, -0.145], [-0.226, 0.425, 0.212], [0.474, -0.162, -0.447], [-0.231, 0.234, 0.610], [0.140, -0.464, -0.237], [-0.030, 0.119, 0.152], [-0.145, -0.021, -0.123], [-0.052, -0.018, -0.015], [0.000, 0.082, 0.095], [0.121, 0.068, -0.076], [-0.015, 0.042, -0.003], [-0.003, -0.057, -0.001], [-0.005, -0.049, 0.145], [0.111, -0.046, 0.024], [-0.068, -0.012, -0.067], [-0.212, -0.087, -0.181], [-0.244, -0.184, -0.132], [0.448, 0.245, 0.138], [-0.304, -0.270, -0.569], [0.320, 0.043, 0.582], [-0.447, -0.163, -0.176], [0.153, 0.094, 0.073], [0.062, 0.264, 0.016], [-0.024, 0.047, 0.013], [0.104, -0.014, 0.078], [0.052, -0.084, -0.120], [0.089, 0.030, -0.048], [-0.059, -0.011, 0.003], [-0.011, -0.044, 0.145], [-0.062, -0.105, 0.002], [0.019, 0.055, -0.019], [-0.056, 0.181, 0.005], [0.058, 0.082, 0.244], [-0.021, -0.236, -0.480], [0.450, 0.264, 0.411], [-0.423, -0.046, -0.538], [-0.008, 0.176, 0.453], [0.007, -0.082, -0.176], [-0.010, -0.156, 0.101], [-0.025, -0.049, 0.015], [-0.013, 0.008, -0.128], [0.151, 0.044, -0.001], [0.023, -0.028, -0.036], [-0.064, 0.031, 0.056], [-0.114, 0.068, -0.058], [0.001, 0.130, 0.028], [0.026, -0.057, -0.004], [-0.023, -0.149, 0.135], [0.149, -0.169, 0.086], [-0.288, 0.328, -0.250], [0.597, -0.276, -0.066], [-0.431, 0.482, 0.131], [0.269, -0.354, 0.265], [-0.119, 0.098, -0.101], [-0.099, -0.145, -0.080], [-0.049, -0.041, -0.003], [-0.033, 0.121, -0.011], [0.132, 0.011, -0.071], [-0.037, 0.020, -0.062], [0.015, -0.028, 0.049], [-0.055, 0.077, 0.120], [0.083, 0.011, 0.097], [-0.029, -0.031, -0.053], [-0.137, -0.127, -0.054]]
}